1.
A cluster of 5 separate species, C27H53ClN7 in total in a non-equilibrium geometry, computed with wB97M-V/def2-TZVPD.

Output
* charge: +3
* multiplicity: 1
* highest occupied orbital energy: -14.19 eV

Element x y z (Å)
C1 -17.700 -9.124 24.453
C2 -18.217 -7.847 25.105
C3 -17.166 -7.198 26.003
C4 -17.622 -5.831 26.540
N1 -16.874 -5.368 27.766
C5 -15.398 -5.028 27.501
C6 -15.248 -3.514 27.585
C7 -16.671 -2.980 27.439
C8 -17.487 -4.043 28.157
C9 -16.982 -6.403 28.863
H1 -16.876 -8.862 23.768
H2 -18.402 -9.654 23.811
H3 -17.164 -9.865 25.050
H4 -19.121 -8.084 25.675
H5 -18.511 -7.148 24.315
H6 -16.217 -7.095 25.477
H7 -17.028 -7.866 26.855
H8 -18.692 -5.810 26.739
H9 -17.440 -5.092 25.757
H10 -14.732 -5.533 28.192
H11 -15.267 -5.352 26.471
H12 -14.849 -3.172 28.542
H13 -14.555 -3.144 26.832
H14 -16.794 -2.001 27.898
H15 -16.855 -2.834 26.371
H16 -17.287 -3.858 29.215
H17 -18.561 -3.953 28.017
H18 -16.964 -5.880 29.815
H19 -16.167 -7.109 28.764
H20 -17.953 -6.880 28.758
C10 -21.661 -14.238 27.933
C11 -21.067 -14.296 26.537
N2 -20.758 -15.638 26.070
C12 -21.192 -16.832 26.597
C13 -20.715 -17.813 25.793
N3 -20.130 -17.222 24.699
C14 -20.076 -15.909 24.957
C15 -19.478 -17.915 23.580
H21 -21.914 -13.201 28.160
H22 -20.938 -14.565 28.679
H23 -22.631 -14.728 28.014
H24 -20.190 -13.657 26.424
H25 -21.786 -13.811 25.872
H26 -21.846 -16.832 27.451
H27 -20.866 -18.879 25.840
H28 -19.643 -15.180 24.285
H29 -19.116 -18.866 23.957
H30 -18.580 -17.347 23.339
H31 -20.175 -17.916 22.750
C16 -22.064 -6.141 25.244
C17 -22.815 -7.470 25.098
N4 -22.257 -8.371 24.104
C18 -22.252 -9.742 24.194
C19 -21.578 -10.254 23.136
N5 -21.121 -9.172 22.410
C20 -21.542 -8.071 23.010
C21 -20.346 -9.312 21.173
H32 -22.305 -5.451 24.440
H33 -20.990 -6.344 25.238
H34 -22.274 -5.752 26.237
H35 -23.884 -7.335 24.939
H36 -22.731 -7.958 26.069
H37 -22.764 -10.261 24.986
H38 -21.352 -11.274 22.876
H39 -21.381 -7.051 22.703
H40 -19.666 -8.478 21.045
H41 -21.062 -9.392 20.355
H42 -19.840 -10.272 21.241
C22 -11.931 -15.981 21.140
C23 -11.637 -15.387 22.516
N6 -12.440 -14.217 22.884
C24 -12.170 -12.921 22.545
C25 -13.168 -12.168 23.059
N7 -14.127 -13.027 23.562
C26 -13.638 -14.266 23.473
C27 -15.394 -12.586 24.142
H43 -11.484 -16.973 21.131
H44 -11.467 -15.380 20.362
H45 -13.004 -16.078 20.983
H46 -10.597 -15.090 22.665
H47 -11.741 -16.138 23.302
H48 -11.268 -12.634 22.034
H49 -13.270 -11.097 23.087
H50 -14.096 -15.192 23.775
H51 -16.081 -12.328 23.336
H52 -15.133 -11.618 24.576
H53 -15.869 -13.214 24.883
Cl1 -18.952 -12.521 23.885

2.
A cluster of 2 separate species, C2HN3O3 in total in a non-equilibrium geometry, computed with wB97M-V/def2-TZVPD.

Output
* multiplicity: 1
* highest occupied orbital energy (alpha / beta): -10.05 / -11.39 eV

Element x y z (Å)
C1 1.425 0.358 0.050
C2 0.301 -0.274 -0.526
N1 2.165 -0.635 0.415
N2 0.348 -1.567 -0.493
N3 -2.355 0.704 -0.088
O1 -2.567 -0.107 0.737
O2 -2.398 1.855 -0.339
O3 1.561 -1.787 0.194
H1 1.519 1.453 0.050

3.
A structure of composition C6H7NO in a non-equilibrium geometry, computed with wB97M-V/def2-TZVPD.

Output
* multiplicity: 1
* highest occupied orbital energy: -8.34 eV

Element x y z (Å)
C1 2.196 -0.785 0.056
C2 0.996 0.170 -0.234
C3 -0.333 2.015 0.115
C4 -0.938 0.887 -0.106
C5 -1.496 -1.019 0.038
C6 -0.319 -0.221 -0.265
H1 1.945 -1.906 -0.154
H2 2.984 -0.252 -0.602
H3 2.691 -0.704 1.117
H4 -0.347 3.140 -0.220
H5 -2.793 0.153 -0.602
H6 -1.481 -1.430 1.150
H7 -1.993 -1.781 -0.540
N1 -2.232 0.246 0.166
O1 1.120 1.488 0.080

4.
A cluster of 2 separate species, C2H5N3O2 in total in a non-equilibrium geometry, computed with wB97M-V/def2-TZVPD.

Output
* multiplicity: 1
* highest occupied orbital energy (alpha / beta): -8.90 / -8.91 eV

Element x y z (Å)
C1 -2.041 -0.329 -0.259
C2 0.228 0.466 0.043
N1 -2.953 -0.917 0.115
N2 1.017 -1.630 0.152
N3 1.198 1.131 -0.664
O1 0.148 0.810 1.386
O2 -1.005 0.378 -0.526
H1 0.023 -1.968 0.231
H2 1.187 -1.646 -0.828
H3 1.686 1.906 -0.177
H4 0.790 1.529 -1.506
H5 -0.278 0.270 2.033

What are the E values for these records? In order: -51790.0067, -12693.6133, -9867.3869, -10716.2332 eV.
What are the relative energy (zero: lowest compared OMol25 entry of this formula, charge and spin) values for these records? In order: 0.0000, 10.5080, 5.2709, 5.5771 eV.